36
Properties=species:S:1:pos:R:3:mulliken_charge:R:1 method="wB97M-V/def2-TZVPD" energy_ev=-23434.339 e_above_lowest_kcal_mol=1.35 homo_energy_ev=-8.73 orbital_gap_ev=9.250
H -4.048 0.558 -0.969 0.176
N -3.449 -0.079 -0.482 -0.746
C -3.092 0.151 0.719 0.568
N -3.491 1.347 1.278 -0.424
N -2.239 -0.723 1.426 -0.313
C -1.598 -1.824 0.716 -1.545
C -0.184 -1.384 0.238 1.788
N 0.653 -1.183 1.419 -0.716
C -0.255 -0.107 -0.644 -1.100
C 0.128 1.214 0.022 -0.507
C 0.955 2.061 -0.936 -0.848
C 2.273 1.439 -1.429 -0.771
B 3.156 1.065 -0.131 0.621
O 3.681 2.108 0.643 -0.596
O 3.445 -0.273 0.154 -0.698
C 0.531 -2.472 -0.574 -0.273
O 1.657 -2.225 -0.988 -0.645
O -0.186 -3.612 -0.783 -0.440
H -3.862 2.108 0.760 0.175
H -3.390 1.567 2.276 0.196
H -1.539 -0.361 2.064 0.347
H -1.568 -2.670 1.366 0.441
H -2.165 -2.070 -0.188 0.514
H 0.789 -2.078 1.857 0.343
H 1.567 -0.911 1.080 0.107
H -1.253 0.011 -1.088 0.522
H 0.339 -0.291 -1.543 0.506
H 0.719 1.036 0.937 0.390
H -0.744 1.719 0.370 0.475
H 1.188 3.007 -0.447 0.312
H 0.299 2.318 -1.835 0.266
H 2.870 2.129 -2.003 0.384
H 2.077 0.606 -2.091 0.364
H 3.391 3.015 0.421 0.310
H 2.945 -0.954 -0.345 0.402
H 0.400 -4.243 -1.268 0.413